118
Properties=species:S:1:pos:R:3 method="wB97M-V/def2-TZVPD" lumo_ev=-0.0647 mol_weight_da=827.721 total_charge=0 e_homo_ev=-9.23 smiles="CNC(C)=O.CNC(C)=O.CNC(C)=O.CNC(C)=O.CNC(C)=O.CNC(C)=O.CNC(C)=O.CNC(C)=O.CNC(C)=O.ClCCl.ClCCl"
C 0.99 -34.57 10.02
N -0.18 -33.64 9.99
C -1.37 -33.88 10.64
C -2.49 -32.89 10.41
O -1.44 -34.77 11.48
H 1.95 -34.07 10.17
H 1.01 -35.01 9.02
H 0.85 -35.33 10.78
H -0.07 -32.78 9.48
H -2.06 -31.89 10.27
H -2.99 -32.76 11.37
H -3.12 -33.15 9.56
C 0.21 -34.78 3.37
N 0.25 -36.24 3.44
C 1.28 -36.97 3.65
C 1.06 -38.47 3.82
O 2.46 -36.52 3.73
H 1.04 -34.28 2.87
H 0.24 -34.31 4.36
H -0.68 -34.43 2.83
H -0.65 -36.70 3.41
H 0.04 -38.64 4.16
H 1.79 -39.00 4.42
H 1.14 -38.84 2.79
C 2.11 -27.30 10.77
N 1.06 -26.78 9.91
C 0.38 -27.41 8.92
C -0.73 -26.67 8.34
O 0.58 -28.55 8.54
H 3.09 -26.85 10.58
H 2.14 -28.39 10.82
H 1.89 -26.94 11.77
H 0.75 -25.82 10.02
H -0.72 -25.61 8.59
H -1.63 -27.22 8.61
H -0.68 -26.68 7.25
C -10.98 -24.63 0.78
N -10.75 -24.98 2.18
C -9.53 -24.96 2.78
C -9.39 -25.36 4.23
O -8.45 -24.65 2.21
H -10.94 -25.51 0.14
H -10.30 -23.89 0.37
H -11.96 -24.17 0.69
H -11.52 -25.38 2.70
H -8.51 -24.87 4.65
H -9.13 -26.42 4.23
H -10.33 -25.14 4.73
C -11.54 -36.98 2.78
N -10.70 -36.41 1.69
C -11.09 -36.22 0.43
C -10.01 -35.72 -0.56
O -12.23 -36.35 0.00
H -12.25 -36.21 3.08
H -10.85 -37.21 3.59
H -12.09 -37.90 2.55
H -9.70 -36.33 1.78
H -9.49 -34.88 -0.11
H -10.57 -35.39 -1.44
H -9.27 -36.50 -0.76
C -6.64 -27.46 11.27
N -5.68 -26.42 11.53
C -4.72 -26.44 12.50
C -3.83 -25.22 12.66
O -4.57 -27.34 13.32
H -7.55 -27.25 11.84
H -6.35 -28.48 11.51
H -6.92 -27.51 10.22
H -5.71 -25.53 11.06
H -4.05 -24.58 13.52
H -3.86 -24.68 11.71
H -2.79 -25.52 12.82
C -14.83 -30.84 2.68
N -15.49 -30.48 3.85
C -16.35 -31.21 4.51
C -16.87 -30.64 5.77
O -16.75 -32.32 4.19
H -15.21 -30.31 1.81
H -14.88 -31.88 2.37
H -13.76 -30.68 2.80
H -15.52 -29.49 4.05
H -17.96 -30.67 5.76
H -16.55 -29.62 5.97
H -16.53 -31.37 6.50
C -4.61 -38.14 6.02
N -4.94 -39.09 4.90
C -5.09 -38.71 3.63
C -5.51 -39.79 2.62
O -5.01 -37.51 3.30
H -3.53 -38.03 6.14
H -4.94 -38.45 7.01
H -4.95 -37.12 5.85
H -5.31 -39.99 5.18
H -5.06 -40.73 2.97
H -4.92 -39.57 1.73
H -6.58 -39.87 2.46
C -2.27 -31.53 -4.87
N -2.22 -32.87 -4.36
C -2.75 -33.27 -3.14
C -2.66 -34.79 -2.85
O -3.39 -32.56 -2.38
H -1.29 -31.10 -5.07
H -2.85 -30.85 -4.26
H -2.86 -31.58 -5.78
H -2.07 -33.62 -5.03
H -1.96 -35.26 -3.54
H -3.65 -35.23 -2.93
H -2.27 -35.07 -1.88
Cl -7.71 -31.29 3.09
C -6.15 -31.78 3.72
Cl -5.66 -30.76 5.08
H -6.34 -32.77 4.13
H -5.40 -31.92 2.94
Cl -10.31 -33.50 7.86
C -11.71 -32.59 7.31
Cl -11.68 -30.88 7.73
H -11.72 -32.62 6.22
H -12.61 -33.10 7.66

73
Properties=species:S:1:pos:R:3 method="wB97M-V/def2-TZVPD" lumo_ev="-12.1668 / -15.5649" mol_weight_da=796.552 total_charge=+4 e_homo_ev="-20.11 / -19.99" spin_multiplicity=6
C 2.74 -0.81 -2.66
N 1.43 -0.84 -3.09
N 1.41 -0.30 -4.39
C 2.69 -0.11 -4.79
C 3.53 -0.37 -3.73
B 0.15 0.02 -5.26
N -0.69 -1.26 -5.05
N -0.86 -1.86 -3.82
C -1.66 -2.94 -3.98
C -1.92 -3.07 -5.35
C -1.29 -2.02 -5.98
Ir -0.14 -1.35 -1.91
N -0.54 1.45 -5.02
N -1.07 1.64 -3.75
C -1.35 2.93 -3.59
C -1.20 3.60 -4.82
C -0.69 2.61 -5.70
H -1.65 3.30 -2.62
H -0.42 2.65 -6.74
H -1.42 4.63 -5.02
H 0.50 -0.02 -6.42
H -1.26 -1.72 -7.03
H 2.95 0.18 -5.81
H -2.52 -3.83 -5.82
H 4.60 -0.23 -3.73
H -1.99 -3.51 -3.12
H 3.00 -1.01 -1.62
H -1.80 -0.39 -1.78
C -1.94 -1.34 -1.12
H -2.73 -1.95 -1.59
H -0.97 -2.09 -0.87
H -2.29 -0.87 -0.18
C -3.26 0.06 3.27
Si -1.62 -0.83 3.55
C -1.14 -0.68 5.37
C -1.80 -2.66 3.13
Si 0.06 0.17 2.22
Te 0.26 0.57 -0.30
Si 0.07 2.46 2.80
C 0.00 2.65 4.67
C 1.61 3.33 2.16
C -1.45 3.22 1.99
Si 2.04 -1.02 2.56
C 2.36 -1.12 4.41
C 1.80 -2.74 1.83
C 3.50 -0.18 1.72
H -4.02 -0.38 3.95
H -3.62 -0.07 2.24
H -3.20 1.13 3.48
H -1.99 -1.01 5.98
H -0.28 -1.32 5.63
H -0.89 0.34 5.67
H -2.10 -2.81 2.08
H -0.88 -3.23 3.31
H -2.59 -3.10 3.76
H 0.77 2.06 5.18
H 0.18 3.71 4.89
H -0.98 2.38 5.08
H 1.63 3.40 1.07
H 1.60 4.35 2.57
H 2.54 2.84 2.49
H -1.45 3.08 0.90
H -2.39 2.80 2.38
H -1.44 4.30 2.21
H 1.67 -1.81 4.92
H 3.38 -1.49 4.55
H 2.29 -0.14 4.90
H 1.55 -2.70 0.76
H 2.74 -3.29 1.95
H 1.01 -3.31 2.34
H 3.35 -0.06 0.64
H 3.70 0.81 2.16
H 4.38 -0.81 1.89

15
Properties=species:S:1:pos:R:3 method="wB97M-V/def2-TZVPD" lumo_ev=0.9374 mol_weight_da=96.133 total_charge=0 e_homo_ev=-10.37 smiles=N#C[C@H](N)C1CC1 de_lowest_ev=1.289
N -2.10 0.75 2.02
C -1.50 0.68 1.03
C -0.72 0.56 -0.23
N -1.54 0.36 -1.42
C 0.28 -0.57 -0.08
C 1.31 -0.49 1.02
C 1.73 -0.37 -0.41
H -0.18 1.51 -0.35
H -2.18 1.14 -1.54
H -2.11 -0.48 -1.31
H -0.14 -1.55 -0.28
H 1.31 0.41 1.63
H 1.53 -1.40 1.56
H 2.27 -1.19 -0.87
H 2.05 0.61 -0.77

78
Properties=species:S:1:pos:R:3 method="wB97M-V/def2-TZVPD" lumo_ev=0.3959 mol_weight_da=474.040 total_charge=0 e_homo_ev=-8.81 de_lowest_ev=0.402
N -0.76 0.61 -0.77
H 0.08 1.16 -0.56
H -0.77 -0.36 -0.38
H -0.62 0.56 -1.79
H -1.61 1.19 -0.71
Cl 0.88 0.07 -4.21
O 1.90 -0.80 -4.75
O -0.02 0.54 -5.22
O 0.08 -0.66 -3.26
O 1.50 1.17 -3.55
C 4.00 -2.00 -1.92
C 3.07 -2.08 -0.70
C 2.78 -0.71 -0.09
O 1.86 -0.78 0.98
C 2.40 -1.26 2.20
N 1.83 -2.64 -1.26
H 4.99 -1.64 -1.58
H 3.65 -1.28 -2.66
H 4.29 -2.94 -2.40
H 3.48 -2.70 0.10
H 2.37 -0.07 -0.88
H 3.76 -0.30 0.20
H 3.38 -0.78 2.32
H 2.68 -2.32 2.15
H 1.68 -1.04 2.98
H 1.97 -3.53 -1.73
H 1.42 -2.04 -1.98
C -3.53 -0.37 -2.43
C -3.63 1.14 -2.59
C -4.12 1.89 -1.36
O -3.34 1.69 -0.18
C -3.89 0.91 0.86
N -2.40 1.72 -3.09
H -3.06 -0.93 -3.23
H -4.54 -0.80 -2.34
H -3.05 -0.58 -1.47
H -4.37 1.33 -3.39
H -5.19 1.93 -1.14
H -3.98 2.93 -1.68
H -3.19 0.97 1.70
H -3.90 -0.15 0.58
H -4.91 1.12 1.15
H -2.53 2.67 -3.41
H -1.90 1.22 -3.82
C -1.52 -3.68 -0.52
C -1.78 -2.82 0.70
C -1.66 -3.55 2.06
O -2.19 -2.68 3.07
C -2.12 -3.31 4.35
N -0.83 -1.68 0.74
H -0.50 -4.08 -0.52
H -1.66 -3.22 -1.50
H -2.18 -4.56 -0.58
H -2.80 -2.44 0.77
H -0.63 -3.77 2.34
H -2.30 -4.44 1.98
H -3.12 -3.59 4.68
H -1.72 -2.57 5.04
H -1.49 -4.20 4.43
H 0.11 -2.06 0.63
H -0.83 -1.30 1.68
C 2.05 4.01 -0.69
C 2.24 3.20 0.62
C 2.25 4.12 1.82
O 2.45 3.33 2.97
C 3.06 4.07 4.02
N 1.09 2.20 0.64
H 2.11 3.40 -1.59
H 2.82 4.78 -0.73
H 1.05 4.44 -0.65
H 3.15 2.60 0.53
H 1.27 4.63 1.81
H 2.95 4.94 1.64
H 4.08 4.37 3.76
H 3.14 3.32 4.82
H 2.48 4.81 4.58
H 1.45 1.25 0.76
H 0.84 2.42 1.61